Record 1
{
  "formula": "C3H6N3",
  "method": "wB97M-V/def2-TZVPD",
  "energy_ev": -7667.96722,
  "total_charge": 1,
  "orbital_gap_ev": [8.77, 8.77],
  "de_lowest_kcal_mol": 78.6,
  "lumo_ev": [-5.88, -5.88],
  "elements": ["C", "C", "C", "N", "N", "N", "H", "H", "H", "H", "H", "H"],
  "xyz": [[-2.2821, -0.2002, -0.1805], [-0.3720, 0.0475, -0.0377], [1.9200, -0.5222, 0.0151], [-0.9158, -1.0345, -0.4691], [-1.5832, 0.8802, 0.1573], [0.7794, 0.3496, 0.3116], [-3.3113, -0.4189, -0.1231], [1.6023, -1.5228, -0.1562], [2.4945, -0.2645, -0.8054], [2.7315, -0.5445, 0.7184], [-1.9202, 1.8639, 0.0066], [0.8569, 1.3663, 0.5629]],
  "atomic_forces_ev_per_a": [[6.550, -1.538, -0.342], [-3.382, 0.535, -0.618], [0.259, -0.448, 1.096], [-5.218, -0.220, 0.256], [-1.695, 0.676, -0.549], [3.886, 3.050, 0.897], [-1.167, -0.239, -0.372], [-0.649, -0.697, 0.099], [0.295, 1.186, -2.362], [-0.424, 0.217, 1.402], [0.851, -1.009, 0.634], [0.695, -1.515, -0.140]]
}

***

Record 2
{
  "formula": "C3H6N3O",
  "method": "wB97M-V/def2-TZVPD",
  "energy_ev": -9721.44427,
  "total_charge": -1,
  "orbital_gap_ev": 7.01,
  "smiles": "O=[N+]1[N-]CCC[N-]1",
  "de_lowest_kcal_mol": 36.3,
  "lumo_ev": 4.39,
  "elements": ["O", "N", "N", "C", "C", "C", "N", "H", "H", "H", "H", "H", "H"],
  "xyz": [[-0.6403, -2.3124, 1.9084], [-0.3621, -1.4263, 1.1427], [0.6726, -0.7644, 1.1859], [0.8586, 0.5844, 0.6566], [0.0667, 1.0315, -0.5182], [-0.7190, -0.3516, -1.0074], [-1.4326, -1.0563, -0.1147], [2.0043, 0.7447, 0.3258], [0.8624, 1.2371, 1.5846], [-0.5933, 1.8821, -0.3688], [0.6366, 1.2507, -1.4684], [-1.4420, 0.0952, -1.7714], [0.0880, -0.9145, -1.5551]],
  "atomic_forces_ev_per_a": [[-0.431, -1.535, 0.833], [-3.064, 2.732, -4.912], [2.833, 0.431, 1.360], [3.085, 0.955, 0.275], [-1.003, -1.453, -2.043], [1.047, 3.158, -1.947], [-0.024, -1.977, 4.448], [-2.099, -1.049, 0.941], [-0.576, -0.369, -1.061], [-0.392, -0.182, 0.305], [0.037, 0.071, 1.198], [0.653, -1.013, 0.605], [-0.066, 0.230, -0.003]]
}

***

Record 3
{
  "formula": "C3H6N3O2",
  "method": "wB97M-V/def2-TZVPD",
  "energy_ev": -11758.69401,
  "total_charge": 1,
  "orbital_gap_ev": [7.97, 7.97],
  "de_lowest_kcal_mol": 174.0,
  "lumo_ev": [-5.83, -5.83],
  "elements": ["C", "C", "C", "N", "N", "N", "O", "O", "H", "H", "H", "H", "H", "H"],
  "xyz": [[-0.1766, -0.2336, 0.1644], [0.2682, 0.2492, -0.9420], [-0.4703, -0.3946, 1.5604], [-1.6906, -0.6274, -1.9809], [-2.0153, -1.0986, -0.9034], [1.4672, 0.7496, -1.3035], [-2.9162, -1.7403, -0.4988], [-0.6306, 0.1998, -2.0054], [0.4106, -0.1051, 2.2796], [-0.7733, -1.4735, 1.7879], [-1.2993, 0.3289, 1.7349], [-2.0728, -0.5276, -2.9337], [2.1821, 0.4509, -0.6442], [1.6907, 1.0255, -2.2753]],
  "atomic_forces_ev_per_a": [[-1.503, -1.671, 1.478], [-0.693, -0.138, -2.313], [-0.056, -0.412, 1.248], [0.122, 0.933, -3.412], [2.375, 0.857, 4.912], [0.416, 0.042, 0.304], [-0.953, -0.643, -0.796], [1.611, 1.209, -1.199], [-1.379, -0.450, -1.540], [0.430, 1.506, -0.133], [0.433, -0.611, 0.560], [-0.745, -0.708, 0.534], [0.266, 0.537, -0.810], [-0.325, -0.451, 1.165]]
}

***

Record 4
{
  "formula": "C3H6N3O2",
  "method": "wB97M-V/def2-TZVPD",
  "energy_ev": -11760.34210,
  "total_charge": 1,
  "orbital_gap_ev": 9.63,
  "smiles": "NC[NH+]=C=C[N+](=O)[O-]",
  "de_lowest_kcal_mol": 136.0,
  "lumo_ev": -5.48,
  "elements": ["N", "C", "N", "C", "C", "N", "O", "O", "H", "H", "H", "H", "H", "H"],
  "xyz": [[1.8022, 0.7804, 0.7605], [1.8830, -0.5452, 0.3597], [0.4180, -1.0900, -0.3396], [-0.4902, -0.3615, -0.7315], [-1.5160, 0.4403, -0.8866], [-2.7307, 0.3860, 0.0191], [-2.7110, 1.2028, 0.8839], [-3.5718, -0.4450, -0.1740], [1.6275, 1.4417, 0.0996], [1.3063, 1.0049, 1.5533], [2.1751, -1.1613, 1.1124], [2.5585, -0.7783, -0.3939], [0.6669, -2.0888, -0.5856], [-1.4177, 1.2141, -1.6774]],
  "atomic_forces_ev_per_a": [[1.412, -3.117, -0.467], [-1.918, 3.562, -0.111], [2.883, -1.728, 0.253], [-1.929, 0.011, 0.804], [1.452, -0.090, -1.091], [0.171, -0.471, -0.032], [0.234, 0.990, 0.647], [0.391, -0.184, -0.665], [-0.079, 2.116, -2.491], [-1.035, 0.101, 2.426], [-0.313, -2.084, 2.599], [0.845, 0.209, -2.062], [-1.365, 1.268, -0.391], [-0.750, -0.582, 0.582]]
}

***

Record 5
{
  "formula": "C3H6N3O3",
  "method": "wB97M-V/def2-TZVPD",
  "energy_ev": -13818.18211,
  "total_charge": -1,
  "orbital_gap_ev": 8.01,
  "smiles": "C/C(=N/[N+](=O)[O-])NC[O-]",
  "de_lowest_kcal_mol": 85.7,
  "lumo_ev": 4.05,
  "elements": ["C", "C", "N", "N", "O", "O", "N", "C", "O", "H", "H", "H", "H", "H", "H"],
  "xyz": [[-1.2637, 0.8476, -0.6005], [-0.4497, -0.2713, -0.2027], [-0.8336, -1.4569, -0.6947], [0.0211, -2.5145, -0.6779], [1.1695, -2.3638, -0.2739], [-0.4760, -3.5587, -1.1120], [0.6393, -0.0342, 0.4928], [0.9855, 1.4531, 1.0317], [-0.0925, 2.0395, 1.5760], [-1.4689, 1.3906, 0.2906], [-2.1771, 0.6368, -1.2032], [-0.6080, 1.5621, -0.9960], [1.3840, -0.7736, 0.5875], [1.7779, 1.1799, 1.7105], [1.3921, 1.8633, 0.0719]],
  "atomic_forces_ev_per_a": [[-2.171, 0.157, -0.019], [2.059, -1.898, 0.012], [-0.548, -0.623, -0.583], [-2.033, 1.111, -0.010], [0.927, -1.441, -0.176], [1.156, 0.094, 0.358], [1.185, 0.382, 0.489], [-2.915, -0.396, -0.139], [2.002, -0.378, -0.618], [-0.743, 0.465, 1.074], [1.057, -0.100, 0.374], [0.851, 1.063, -1.413], [-1.742, 1.054, -0.217], [0.839, 0.123, 0.478], [0.077, 0.387, 0.389]]
}

***

Record 6
{
  "formula": "C3H6N3P",
  "method": "wB97M-V/def2-TZVPD",
  "energy_ev": -16962.89268,
  "total_charge": 0,
  "orbital_gap_ev": 8.60,
  "smiles": "[H]/N=N/C#[PH2].CC#N",
  "de_lowest_kcal_mol": 103.0,
  "lumo_ev": 0.54,
  "elements": ["H", "N", "N", "C", "P", "H", "H", "C", "C", "N", "H", "H", "H"],
  "xyz": [[-1.8400, -0.9210, -1.8943], [-1.1190, -0.4865, -2.6298], [-0.0694, -0.1094, -2.0950], [0.7922, 0.5592, -1.6267], [2.5903, 0.6187, -1.3967], [2.9165, 1.8233, -1.9198], [2.8795, 0.0936, -2.6208], [-0.9666, -0.1784, 2.7828], [-1.1025, -0.4769, 1.4161], [-1.1207, -0.7960, 0.3181], [-0.2887, 0.6565, 3.0178], [-1.9404, 0.3367, 3.2905], [-0.7312, -1.1198, 3.3580]],
  "atomic_forces_ev_per_a": [[2.488, 0.986, -1.578], [-1.623, -1.320, 1.176], [-0.995, 1.060, 0.525], [1.072, -0.008, -0.613], [-0.935, -1.334, 1.312], [-0.215, 1.660, -0.228], [0.374, -0.932, -0.963], [-1.969, 1.430, 4.003], [0.054, -0.141, -1.035], [-0.339, -0.154, -0.143], [0.455, -0.727, -0.465], [1.752, -1.711, -1.501], [-0.119, 1.189, -0.490]]
}

***

Record 7
{
  "formula": "C3H6N4",
  "method": "wB97M-V/def2-TZVPD",
  "energy_ev": -9165.11338,
  "total_charge": 0,
  "orbital_gap_ev": 9.30,
  "smiles": "[H]/N=C(/N)NCC#N",
  "de_lowest_kcal_mol": 86.3,
  "lumo_ev": 0.52,
  "elements": ["H", "N", "C", "N", "N", "C", "C", "N", "H", "H", "H", "H", "H"],
  "xyz": [[-1.4806, 1.9607, -0.1027], [-1.1798, 1.0465, 0.1901], [-0.5839, 0.1311, 0.8934], [-1.1232, -1.1615, 0.8877], [0.7962, 0.1404, 0.7201], [1.2570, -0.4123, -0.5059], [0.4165, 0.7124, -1.5834], [0.4099, 1.2306, -2.6155], [-0.6894, -1.8010, 1.5386], [-2.1286, -1.1292, 0.9803], [1.1781, 1.0625, 0.8907], [2.3445, -0.4093, -0.5894], [0.7835, -1.3707, -0.7039]],
  "atomic_forces_ev_per_a": [[0.593, -0.290, 0.544], [-1.161, -0.924, 2.204], [-0.904, 1.596, -5.572], [-0.057, 0.346, 1.322], [2.469, -1.263, 2.976], [-2.965, 2.461, -0.501], [2.783, -2.495, -0.271], [-0.479, 0.395, 0.080], [-0.014, 0.004, 0.094], [-0.004, -0.141, -0.136], [-0.159, -0.169, -0.163], [-0.390, 0.383, -0.486], [0.289, 0.097, -0.092]]
}

***

Record 8
{
  "formula": "C3H6N4O",
  "method": "wB97M-V/def2-TZVPD",
  "energy_ev": -11211.53373,
  "total_charge": 0,
  "orbital_gap_ev": 9.74,
  "smiles": "CN1NN=N[C@]12CO2",
  "de_lowest_kcal_mol": 120.9,
  "lumo_ev": 0.84,
  "elements": ["C", "N", "N", "N", "N", "C", "C", "O", "H", "H", "H", "H", "H", "H"],
  "xyz": [[0.6391, -0.7565, -1.2106], [0.7256, -0.2274, 0.1847], [0.4738, -1.3674, 1.0648], [-0.5205, -1.1307, 1.8419], [-1.1398, -0.0449, 1.6434], [-0.3838, 0.6238, 0.6080], [-0.8177, 1.7210, -0.2374], [0.0839, 1.9121, 0.7297], [1.3737, -1.4972, -1.1571], [-0.3084, -1.1217, -1.4723], [0.9310, -0.0127, -1.9948], [1.0391, -2.1289, 1.3713], [-0.3182, 1.7542, -1.2211], [-1.7780, 2.2764, -0.1504]],
  "atomic_forces_ev_per_a": [[0.991, 2.182, 0.375], [-0.668, -1.547, -0.258], [-0.527, 1.183, -0.957], [-1.878, 0.084, 1.527], [1.157, -0.288, -0.441], [0.629, -0.483, -0.528], [-1.809, 0.231, -3.280], [1.870, 1.800, 3.828], [0.976, -1.432, -0.732], [-1.442, -0.746, -0.147], [-0.042, -0.373, 1.026], [1.083, 0.067, -0.356], [-0.843, 0.074, 0.006], [0.502, -0.752, -0.064]]
}

***

Record 9
{
  "formula": "C3H6N4O",
  "method": "wB97M-V/def2-TZVPD",
  "energy_ev": -11209.42088,
  "total_charge": 0,
  "orbital_gap_ev": 9.57,
  "de_lowest_kcal_mol": 169.6,
  "lumo_ev": 0.47,
  "elements": ["C", "C", "C", "H", "H", "H", "H", "H", "H", "N", "N", "N", "N", "O"],
  "xyz": [[1.7357, 0.3534, -0.1542], [0.3286, 0.3526, 0.1100], [-1.6956, -0.3866, 0.0722], [2.7582, -1.0063, 1.2701], [1.1852, -1.7870, -0.2495], [2.3493, 1.2376, 0.5512], [1.9256, 0.6704, -1.1854], [-3.6784, -0.8703, -0.1884], [-2.1742, 1.7595, -0.4197], [2.2941, -0.8972, -0.0841], [-0.3531, -0.8026, 0.1779], [-2.6941, -1.1290, -0.0966], [-1.6045, 1.0445, 0.1788], [-0.3768, 1.4608, 0.0177]],
  "atomic_forces_ev_per_a": [[2.628, 4.223, 1.296], [-1.755, -2.951, -0.411], [-0.610, 0.767, -0.480], [-2.141, -0.149, -4.978], [3.840, 3.337, 1.175], [-1.846, -2.467, -1.949], [-0.488, 0.621, -0.119], [0.959, 0.701, 0.102], [0.636, -2.456, 1.529], [0.523, -5.841, 4.612], [0.606, 3.092, -0.083], [0.031, -0.817, 0.238], [-6.569, 1.604, -1.098], [4.186, 0.336, 0.166]]
}

***

Record 10
{
  "formula": "C3H6N4O",
  "method": "wB97M-V/def2-TZVPD",
  "energy_ev": -11212.73096,
  "total_charge": 0,
  "orbital_gap_ev": 9.50,
  "smiles": "N/N=C\\C=N/NC=O",
  "de_lowest_kcal_mol": 93.3,
  "lumo_ev": 0.00,
  "elements": ["N", "N", "C", "C", "N", "N", "C", "O", "H", "H", "H", "H", "H", "H"],
  "xyz": [[-1.4179, 0.6656, -1.3902], [-1.4424, 1.5212, -0.2726], [-1.1048, 1.0914, 0.9212], [-0.6457, -0.3378, 1.4089], [0.2222, -1.0864, 0.7227], [1.1008, -0.6038, -0.1967], [2.3861, -1.0298, -0.3286], [2.7941, -2.0158, 0.2562], [-1.8764, 1.1016, -2.0888], [-1.4917, -0.3317, -1.2143], [-1.1118, 1.9190, 1.7005], [-1.3984, -0.7151, 2.0906], [0.9439, 0.3804, -0.5245], [3.0419, -0.5590, -1.0845]],
  "atomic_forces_ev_per_a": [[2.261, -0.414, 4.522], [0.685, -1.818, 0.971], [0.666, 0.707, -0.325], [0.809, 1.162, -4.822], [-1.132, 0.324, 2.998], [-1.910, 3.697, -0.527], [0.838, -3.096, 0.830], [0.118, 0.811, -0.313], [-1.913, 1.030, -2.733], [-0.236, 0.220, -0.273], [-0.162, -1.207, -0.982], [0.687, -0.915, 0.221], [0.008, -1.109, 0.252], [-0.720, 0.607, 0.179]]
}